No. 1
{"formula": "C48H42CsFN8O5S", "method": "the ωB97M-V functional and the def2-TZVPD basis", "charge": -2, "de_lowest_kcal_mol": 43.3, "homo_energy_ev": -2.410, "gap_ev": 5.7, "symbols": ["Cs", "O", "C", "N", "C", "O", "C", "C", "C", "C", "C", "N", "C", "C", "C", "C", "C", "N", "H", "H", "H", "H", "H", "H", "H", "H", "C", "C", "C", "C", "C", "C", "C", "F", "C", "C", "C", "O", "C", "C", "N", "C", "C", "O", "O", "H", "H", "H", "H", "H", "H", "H", "H", "H", "H", "H", "C", "C", "C", "C", "C", "C", "C", "C", "C", "C", "N", "C", "C", "C", "C", "C", "N", "H", "H", "H", "H", "H", "H", "H", "H", "H", "H", "H", "H", "H", "H", "H", "H", "H", "N", "C", "N", "C", "C", "C", "C", "C", "C", "S", "H", "H", "H", "H", "H", "H"], "positions_angstrom": [[0.356, 0.339, -0.819], [-1.766, 6.458, -3.076], [-1.467, 5.605, -2.218], [-2.253, 4.804, -1.539], [-3.407, 4.816, -0.913], [-3.954, 5.753, -0.306], [-4.078, 3.446, -0.861], [-5.149, 3.255, 0.010], [-5.742, 2.006, 0.081], [-5.256, 0.986, -0.725], [-4.195, 1.274, -1.572], [-3.614, 2.470, -1.640], [0.015, 5.344, -1.985], [0.925, 6.377, -2.180], [2.279, 6.097, -2.100], [2.681, 4.798, -1.830], [1.701, 3.836, -1.622], [0.401, 4.096, -1.707], [-5.472, 4.090, 0.618], [-6.572, 1.828, 0.755], [-5.684, -0.008, -0.689], [-3.776, 0.511, -2.222], [0.552, 7.364, -2.420], [3.015, 6.877, -2.262], [3.729, 4.529, -1.768], [1.967, 2.815, -1.379], [4.079, 0.011, 6.099], [4.073, -1.316, 5.348], [3.412, -2.391, 6.203], [3.407, -3.728, 5.480], [2.736, -3.579, 4.140], [2.059, -4.632, 3.564], [1.472, -4.485, 2.315], [0.802, -5.539, 1.800], [1.581, -3.324, 1.605], [2.264, -2.244, 2.175], [2.440, -1.015, 1.362], [2.262, -1.042, 0.147], [2.858, 0.138, 2.129], [3.337, -0.033, 3.375], [3.386, -1.223, 4.053], [2.804, -2.344, 3.467], [2.708, 1.590, 1.605], [3.425, 2.439, 2.169], [1.838, 1.715, 0.712], [4.450, -0.164, 7.110], [3.067, 0.417, 6.164], [4.722, 0.755, 5.632], [5.113, -1.614, 5.166], [2.382, -2.083, 6.414], [3.946, -2.465, 7.151], [2.901, -4.491, 6.074], [4.439, -4.065, 5.333], [1.979, -5.582, 4.083], [1.156, -3.214, 0.613], [3.702, 0.847, 3.884], [-3.560, -4.974, -0.481], [-2.324, -4.362, 0.193], [-2.670, -3.244, 1.155], [-3.268, -3.564, 2.370], [-3.579, -2.585, 3.301], [-3.233, -1.268, 3.029], [-2.604, -0.912, 1.842], [-2.132, 0.514, 1.661], [-0.973, 0.825, 2.617], [-2.367, -1.898, 0.862], [-1.787, -1.540, -0.352], [-2.457, -1.691, -1.444], [-1.972, -1.534, -2.764], [-2.743, -1.743, -3.935], [-1.878, -1.549, -5.002], [-0.627, -1.237, -4.420], [-0.672, -1.224, -3.089], [-3.285, -5.814, -1.124], [-4.062, -4.225, -1.098], [-4.270, -5.330, 0.268], [-1.645, -3.991, -0.573], [-1.795, -5.143, 0.746], [-3.492, -4.606, 2.589], [-4.065, -2.846, 4.235], [-3.449, -0.492, 3.757], [-2.955, 1.204, 1.857], [-1.803, 0.682, 0.637], [-1.304, 0.786, 3.658], [-0.561, 1.815, 2.414], [-0.167, 0.095, 2.498], [-3.522, -1.959, -1.385], [-3.794, -2.004, -3.968], [-2.104, -1.614, -6.059], [0.293, -1.016, -4.948], [-0.543, 3.189, -4.354], [0.605, 2.541, -4.611], [1.110, 1.589, -3.904], [2.191, 0.999, -4.513], [2.890, -0.102, -4.021], [3.958, -0.601, -4.750], [4.344, -0.018, -5.957], [3.653, 1.076, -6.464], [2.579, 1.571, -5.741], [1.501, 2.885, -6.130], [-0.935, 3.061, -3.425], [-0.744, 4.068, -4.796], [2.563, -0.560, -3.092], [4.499, -1.461, -4.374], [5.180, -0.427, -6.511], [3.944, 1.527, -7.407]], "mulliken_charge": [1.39, -0.78, -0.33, 0.07, -0.20, -0.80, 0.45, -0.34, -0.54, -0.36, -0.28, -0.26, 0.81, -0.70, -0.24, -1.23, -0.16, 0.39, 0.45, 0.38, 0.39, 0.60, 0.44, 0.38, 0.43, 0.60, -1.86, 0.60, -1.00, -1.12, 1.22, -0.82, 0.17, -0.40, -1.19, 0.01, 0.99, -1.00, 0.12, 0.06, 0.26, -0.27, -0.56, -0.87, -0.41, 0.44, 0.39, 0.50, 0.12, 0.32, 0.39, 0.41, 0.34, 0.45, 0.67, 0.65, -1.32, -0.80, 1.09, -0.44, -1.18, -0.50, 0.75, 0.69, -1.38, -1.18, 0.59, -0.28, -0.27, -1.01, -1.00, -0.40, 0.08, 0.38, 0.31, 0.35, 0.35, 0.40, 0.40, 0.38, 0.44, 0.33, -0.83, 0.45, 0.43, 0.17, 0.41, 0.44, 0.41, 0.47, -0.21, 0.30, 0.60, -0.77, -0.06, -0.67, -0.46, -0.50, 0.56, -0.41, 0.00, 0.27, 0.43, 0.38, 0.35, 0.36]}


No. 2
{"formula": "C48H43HfN8OS3Sb", "method": "the ωB97M-V functional and the def2-TZVPD basis", "charge": 2, "de_lowest_kcal_mol": 14.0, "homo_energy_ev": -12.538, "gap_ev": 6.6, "symbols": ["Hf", "C", "C", "C", "C", "N", "C", "N", "C", "N", "C", "N", "C", "C", "C", "C", "C", "N", "C", "C", "C", "C", "C", "C", "H", "H", "H", "H", "H", "H", "H", "H", "H", "H", "H", "H", "C", "S", "C", "S", "N", "N", "C", "C", "C", "C", "C", "C", "N", "H", "H", "H", "H", "H", "H", "H", "H", "C", "C", "C", "O", "C", "H", "H", "H", "H", "H", "H", "H", "H", "S", "Sb", "C", "C", "C", "C", "C", "C", "C", "C", "C", "C", "C", "C", "C", "C", "C", "C", "C", "C", "H", "H", "H", "H", "H", "H", "H", "H", "H", "H", "H", "H", "H", "H", "H"], "positions_angstrom": [[0.674, -0.197, 1.225], [-2.967, 2.407, 0.822], [-2.518, 3.633, 0.320], [-1.202, 3.756, -0.029], [-0.313, 2.685, 0.147], [-0.743, 1.510, 0.652], [-2.066, 1.392, 0.951], [0.983, 2.919, -0.265], [2.025, 2.317, 0.162], [2.126, 1.364, 1.194], [3.493, 1.029, 1.290], [4.065, 0.246, 2.108], [3.452, -0.512, 3.087], [4.287, -0.841, 4.163], [3.864, -1.703, 5.137], [2.589, -2.255, 5.015], [1.812, -1.871, 3.960], [2.188, -0.984, 3.001], [4.252, 1.789, 0.280], [5.601, 1.794, -0.013], [6.018, 2.639, -1.034], [5.110, 3.453, -1.717], [3.758, 3.443, -1.401], [3.359, 2.588, -0.393], [-4.002, 2.247, 1.092], [-3.201, 4.464, 0.193], [-0.796, 4.666, -0.446], [-2.392, 0.421, 1.287], [5.278, -0.409, 4.165], [4.512, -1.971, 5.961], [2.205, -2.969, 5.730], [0.822, -2.280, 3.883], [6.297, 1.169, 0.532], [7.065, 2.671, -1.305], [5.471, 4.104, -2.503], [3.046, 4.076, -1.916], [4.301, -3.635, -1.977], [3.673, -1.980, -2.319], [2.471, -1.725, -1.101], [1.614, -0.229, -1.299], [2.251, -2.645, -0.199], [1.278, -2.280, 0.699], [0.607, -3.224, 1.229], [-0.563, -2.889, 2.055], [-1.493, -3.866, 2.346], [-2.647, -3.508, 3.021], [-2.821, -2.187, 3.406], [-1.838, -1.269, 3.099], [-0.725, -1.596, 2.425], [5.352, -3.629, -2.261], [4.204, -3.857, -0.919], [3.760, -4.369, -2.571], [0.799, -4.255, 0.948], [-1.315, -4.885, 2.028], [-3.403, -4.250, 3.246], [-3.704, -1.866, 3.943], [-1.918, -0.234, 3.405], [-0.351, 2.991, 4.753], [-0.608, 1.645, 5.448], [0.290, 0.714, 4.674], [0.135, 1.148, 3.300], [0.110, 2.608, 3.340], [0.429, 3.548, 5.269], [-1.243, 3.612, 4.725], [-1.652, 1.343, 5.335], [-0.371, 1.659, 6.510], [0.022, -0.335, 4.738], [1.338, 0.832, 4.965], [-0.569, 2.951, 2.571], [1.113, 2.968, 3.116], [-1.306, -1.425, -0.417], [-1.958, -0.622, -2.485], [-1.863, 1.424, -2.887], [-0.622, 2.043, -3.044], [-0.570, 3.370, -3.450], [-1.743, 4.071, -3.690], [-2.978, 3.454, -3.530], [-3.044, 2.123, -3.136], [-3.954, -1.218, -2.566], [-4.336, -2.273, -3.389], [-5.649, -2.730, -3.343], [-6.562, -2.133, -2.486], [-6.173, -1.080, -1.664], [-4.864, -0.623, -1.694], [-0.839, -1.568, -3.948], [-0.479, -2.901, -3.758], [0.281, -3.536, -4.729], [0.677, -2.841, -5.865], [0.317, -1.512, -6.045], [-0.448, -0.865, -5.084], [0.299, 1.497, -2.883], [0.391, 3.851, -3.586], [-1.697, 5.102, -4.018], [-3.889, 4.001, -3.737], [-4.008, 1.635, -3.051], [-3.629, -2.733, -4.070], [-5.957, -3.547, -3.983], [-7.585, -2.484, -2.462], [-6.894, -0.615, -1.002], [-4.558, 0.189, -1.043], [-0.774, -3.433, -2.861], [0.562, -4.574, -4.601], [1.274, -3.340, -6.618], [0.628, -0.979, -6.934], [-0.730, 0.172, -5.225]], "mulliken_charge": [0.80, -1.04, -1.32, -0.30, -0.20, 1.85, -0.77, -0.18, -1.15, 1.00, -0.20, -0.46, 0.11, -0.82, -0.64, -1.07, -0.47, 0.47, 0.11, -0.32, -0.78, -0.73, -0.33, 0.52, 0.60, 0.48, 0.58, 0.53, 0.59, 0.46, 0.52, 0.49, 0.57, 0.44, 0.46, 0.56, -0.84, 0.06, 0.68, -0.45, -2.10, 1.55, -0.70, 1.07, -1.07, -0.93, -1.22, -0.69, 1.48, 0.40, 0.26, 0.27, 0.57, 0.58, 0.46, 0.55, 0.54, -0.78, -0.62, -0.88, 0.33, -0.16, 0.33, 0.35, 0.26, 0.45, 0.27, 0.38, 0.00, 0.23, -0.09, 1.67, 0.82, -0.58, -0.84, -0.63, -0.73, -0.68, 0.38, -0.53, -0.73, -0.51, -0.83, -0.29, 0.93, -0.62, -0.73, -0.56, -0.75, -0.46, 0.64, 0.40, 0.43, 0.45, 0.49, 0.45, 0.42, 0.41, 0.43, 0.43, 0.42, 0.46, 0.43, 0.44, 0.44]}


No. 3
{"formula": "C48H44ClN4O4S3Se2V", "method": "the ωB97M-V functional and the def2-TZVPD basis", "spin_multiplicity": 3, "charge": 0, "s2": 2.04, "de_lowest_kcal_mol": 2.2, "homo_energy_ev": [-6.152, -6.456], "gap_ev": [5.8, 6.1], "symbols": ["V", "N", "S", "N", "S", "N", "S", "N", "C", "C", "C", "C", "C", "C", "C", "C", "C", "C", "C", "C", "C", "C", "C", "C", "C", "C", "C", "C", "C", "C", "C", "C", "C", "C", "C", "C", "C", "C", "C", "C", "C", "C", "C", "C", "H", "H", "H", "H", "H", "H", "H", "H", "H", "H", "H", "H", "H", "H", "H", "H", "H", "H", "H", "H", "H", "H", "H", "H", "H", "H", "H", "H", "H", "H", "O", "C", "C", "C", "O", "C", "Se", "C", "Se", "H", "H", "H", "H", "H", "H", "H", "H", "H", "H", "Cl", "C", "C", "C", "C", "C", "C", "C", "O", "O", "H", "H", "H", "H"], "positions_angstrom": [[1.613, 0.713, 1.587], [1.281, -0.436, -0.188], [0.629, -1.717, -0.430], [-0.132, -1.768, -1.903], [-1.379, -0.843, -2.008], [-1.696, 0.288, -1.037], [-0.867, 1.644, -0.470], [-0.174, 1.606, 0.807], [-0.025, 2.217, -1.953], [1.358, 2.156, -1.995], [2.011, 2.608, -3.136], [1.287, 3.108, -4.206], [-0.102, 3.168, -4.148], [-0.766, 2.727, -3.017], [-2.278, 2.741, -0.412], [-1.983, 4.045, -0.037], [-3.013, 4.956, 0.119], [-4.328, 4.561, -0.093], [-4.613, 3.257, -0.469], [-3.585, 2.337, -0.634], [-1.373, -0.333, -3.705], [-2.553, 0.177, -4.231], [-2.550, 0.662, -5.527], [-1.377, 0.646, -6.272], [-0.204, 0.149, -5.724], [-0.193, -0.349, -4.429], [-2.829, -1.865, -1.894], [-2.905, -2.953, -2.755], [-3.986, -3.811, -2.650], [-4.964, -3.584, -1.688], [-4.862, -2.502, -0.826], [-3.787, -1.629, -0.926], [-0.690, -2.334, 0.634], [-1.230, -3.587, 0.348], [-2.300, -4.053, 1.092], [-2.835, -3.259, 2.100], [-2.309, -2.002, 2.356], [-1.229, -1.529, 1.621], [1.720, -3.115, -0.603], [2.506, -3.174, -1.746], [3.517, -4.116, -1.818], [3.748, -4.972, -0.746], [2.968, -4.889, 0.398], [1.946, -3.954, 0.475], [1.916, 1.797, -1.142], [3.093, 2.583, -3.167], [1.803, 3.467, -5.087], [-0.667, 3.570, -4.979], [-1.845, 2.783, -2.961], [-0.956, 4.335, 0.146], [-2.790, 5.971, 0.419], [-5.132, 5.272, 0.041], [-5.637, 2.948, -0.631], [-3.794, 1.321, -0.937], [-3.456, 0.191, -3.632], [-3.462, 1.056, -5.956], [-1.378, 1.028, -7.284], [0.711, 0.152, -6.302], [0.707, -0.736, -3.974], [-2.122, -3.126, -3.483], [-4.063, -4.661, -3.314], [-5.805, -4.260, -1.607], [-5.613, -2.338, -0.066], [-3.666, -0.800, -0.241], [-0.810, -4.191, -0.448], [-2.715, -5.031, 0.884], [-3.669, -3.625, 2.686], [-2.726, -1.381, 3.138], [-0.835, -0.544, 1.817], [2.328, -2.480, -2.557], [4.135, -4.175, -2.704], [4.549, -5.698, -0.798], [3.166, -5.531, 1.246], [1.354, -3.865, 1.377], [3.166, 5.777, 3.852], [1.757, 5.649, 3.685], [1.429, 4.265, 3.117], [-0.101, 4.173, 3.053], [-0.712, 4.085, 4.329], [1.979, 3.214, 4.082], [1.182, 1.408, 3.994], [1.999, 4.185, 1.675], [3.077, 2.608, 1.181], [3.356, 6.620, 4.265], [1.385, 6.414, 2.989], [1.234, 5.769, 4.639], [-0.371, 3.317, 2.435], [-0.493, 5.081, 2.578], [-0.566, 3.174, 4.624], [1.803, 3.550, 5.104], [3.050, 3.102, 3.943], [2.678, 5.020, 1.512], [1.188, 4.270, 0.948], [5.347, -6.337, 4.610], [4.593, -4.875, 4.047], [5.355, -3.936, 3.368], [4.745, -2.780, 2.908], [3.389, -2.573, 3.118], [2.644, -3.514, 3.818], [3.242, -4.673, 4.287], [2.716, -1.371, 2.537], [1.451, -1.293, 2.566], [3.406, -0.473, 2.000], [6.409, -4.115, 3.205], [5.307, -2.028, 2.370], [1.591, -3.327, 3.982], [2.676, -5.413, 4.836]], "lowdin_spin": [2.02, 0.00, 0.01, 0.00, 0.00, 0.00, 0.02, 0.01, 0.00, 0.00, 0.00, 0.00, 0.00, 0.00, 0.00, 0.00, 0.00, 0.00, 0.00, 0.00, 0.00, 0.00, 0.00, 0.00, 0.00, 0.00, 0.00, 0.00, 0.00, 0.00, 0.00, 0.00, 0.00, 0.00, 0.00, 0.00, 0.00, 0.00, 0.00, 0.00, 0.00, 0.00, 0.00, 0.00, 0.00, 0.00, 0.00, 0.00, 0.00, 0.00, 0.00, 0.00, 0.00, 0.00, 0.00, 0.00, 0.00, 0.00, 0.00, 0.00, 0.00, 0.00, 0.00, 0.00, 0.00, 0.00, 0.00, 0.00, 0.00, 0.00, 0.00, 0.00, 0.00, 0.00, 0.00, 0.00, 0.00, 0.00, 0.00, 0.00, -0.03, 0.01, -0.07, 0.00, 0.00, 0.00, 0.00, 0.00, 0.00, 0.00, 0.00, 0.00, 0.00, 0.00, 0.00, 0.00, 0.00, 0.00, 0.00, 0.00, 0.01, 0.00, 0.00, 0.00, 0.00, 0.00, 0.00]}


Number 1: electronic energy -86721.7165 eV. Number 2: electronic energy -104784.0959 eV. Number 3: electronic energy -266044.0618 eV.